Record 1
{
  "formula": "C3H2BrCl3",
  "method": "wB97M-V/def2-TZVPD",
  "total_energy_ev": -110750.288,
  "e_lumo_ev": 0.32,
  "relative_energy_kcal_mol": 43.5,
  "symbols": ["H", "Cl", "H", "Cl", "C", "C", "Cl", "Br", "C"],
  "xyz": [[1.076254, -1.402654, -1.813900], [0.477847, 2.143890, 0.468274], [1.572608, 0.262639, -1.256680], [-0.475093, 0.452121, 2.520917], [-0.606062, 0.903581, 0.872533], [0.963349, -0.654846, -1.170705], [-2.230654, 1.279696, 0.235556], [-0.820661, -2.284790, 0.394038], [0.042411, -0.699637, -0.250033]],
  "forces_ev_per_a": [[0.88, -3.20, -2.40], [0.79, 1.03, -0.27], [-0.56, -0.45, -0.25], [-0.49, -0.15, 0.34], [0.80, -3.18, -2.86], [-0.15, 4.08, 2.32], [0.57, -0.45, 0.66], [0.15, 0.77, -0.54], [-1.99, 1.55, 2.99]]
}

=====

Record 2
{
  "formula": "C24H26O5STl",
  "method": "wB97M-V/def2-TZVPD",
  "total_energy_ev": -51076.782,
  "e_lumo_ev": 2.38,
  "relative_energy_kcal_mol": 10.6,
  "charge": -1,
  "symbols": ["C", "O", "H", "C", "C", "H", "C", "C", "C", "O", "H", "C", "C", "C", "C", "C", "S", "H", "C", "H", "H", "H", "H", "C", "C", "H", "H", "O", "C", "C", "C", "C", "H", "H", "O", "H", "O", "H", "H", "H", "C", "C", "H", "C", "H", "C", "H", "H", "H", "H", "Tl", "C", "H", "H", "C", "H", "H"],
  "xyz": [[-1.405939, -1.708435, -1.893231], [1.146778, -3.019007, -0.488352], [-5.074820, -1.672462, -3.149642], [3.711942, 1.502927, -0.565330], [5.889596, 0.144802, -0.697953], [-2.092280, -0.307098, 5.746662], [-4.050633, -1.688311, -2.795494], [-3.004177, 0.171917, 1.208026], [-2.460730, -0.769130, 4.838815], [1.524236, 0.690517, 0.017638], [-2.220026, 1.010109, 3.664215], [-3.355871, -1.951622, 2.495737], [0.668591, 5.512822, -0.587198], [4.451122, 2.657466, -0.888604], [4.370796, 0.202843, -0.541683], [-3.285743, -2.693615, 3.666199], [-1.266210, 0.416708, 0.656436], [-3.431903, 1.168205, 1.349468], [-1.977019, -2.849707, -2.445594], [6.177341, 0.377298, -1.726884], [-4.088387, 0.355139, -2.143060], [1.551224, -5.015868, -0.867625], [-0.618150, 0.933032, -1.503816], [-1.605643, 0.668923, -1.119128], [1.751857, 2.969932, -0.402058], [-2.770350, -2.687938, 5.751227], [5.510240, 2.555477, -1.094298], [-0.652773, -0.923686, 0.731673], [-2.839518, -2.104404, 4.840968], [-3.289231, -2.846531, -2.898301], [3.904675, 3.911232, -0.979979], [-2.535673, -0.028216, 3.668327], [-1.374740, -3.749540, -2.499959], [0.399054, 5.202368, 0.426594], [2.044824, 5.327889, -0.835954], [4.490550, 4.782497, -1.239961], [3.785161, -0.867424, -0.421941], [-3.562965, -3.740531, 3.655431], [-2.263761, 1.537156, -1.206580], [-0.383092, -1.771750, -1.523867], [-2.990880, -0.610070, 2.487496], [-2.173882, -0.548592, -1.778413], [0.692108, 3.051965, -0.199709], [2.524195, 4.048585, -0.727891], [2.903889, -4.121368, -0.172482], [-3.493370, -0.548821, -2.231406], [6.400815, 0.849320, -0.039742], [0.474455, 6.576651, -0.703135], [6.203641, -0.870234, -0.466940], [-3.550756, -0.354642, 0.425443], [1.793133, -1.724124, 1.265076], [2.030698, -4.017796, -0.850209], [-3.671703, -2.419501, 1.570572], [-3.720975, -3.743056, -3.328436], [2.295463, 1.635283, -0.297612], [2.462446, -3.861468, -1.855838], [0.052381, 4.953903, -1.297715]],
  "forces_ev_per_a": [[0.00, -0.14, -0.03], [0.03, -0.01, 0.09], [0.01, 0.00, 0.01], [-0.03, -0.02, 0.03], [0.01, 0.05, -0.04], [-0.01, 0.00, -0.02], [0.03, -0.01, 0.00], [-0.02, -0.03, -0.04], [0.00, 0.04, -0.04], [-0.07, -0.04, 0.00], [-0.01, -0.03, 0.00], [0.04, 0.01, 0.00], [0.05, -0.01, 0.00], [0.00, -0.02, 0.00], [-0.05, -0.01, -0.05], [0.00, 0.01, 0.00], [-0.03, 0.35, -0.05], [0.04, 0.00, -0.05], [0.07, 0.00, 0.03], [-0.01, 0.00, 0.03], [0.01, -0.01, 0.00], [0.00, -0.01, -0.01], [0.01, -0.06, 0.03], [0.10, 0.17, -0.11], [-0.03, -0.09, 0.00], [-0.01, 0.01, -0.02], [-0.02, 0.00, 0.01], [-0.12, -0.55, 0.43], [0.00, -0.03, -0.01], [-0.02, 0.05, 0.01], [0.02, -0.02, 0.00], [-0.05, 0.00, 0.03], [-0.02, 0.04, -0.01], [0.01, 0.01, 0.00], [-0.12, 0.06, 0.02], [-0.01, -0.02, 0.01], [0.15, 0.00, 0.10], [0.00, 0.02, 0.00], [-0.01, 0.01, 0.01], [-0.10, 0.05, -0.04], [0.04, 0.03, 0.02], [0.02, 0.03, 0.03], [0.02, 0.02, 0.02], [0.04, 0.01, -0.02], [0.00, 0.00, 0.01], [0.02, -0.05, 0.00], [-0.02, -0.03, -0.01], [0.01, 0.02, 0.00], [-0.01, 0.00, -0.01], [0.01, -0.04, 0.03], [-0.02, 0.07, -0.36], [-0.04, 0.09, 0.00], [0.01, 0.00, 0.02], [0.01, 0.02, 0.01], [0.04, 0.04, -0.03], [0.01, 0.00, -0.01], [0.02, -0.01, -0.01]]
}

=====

Record 3
{
  "formula": "C43H40AsCl2N4O2Ru",
  "method": "wB97M-V/def2-TZVPD",
  "total_energy_ev": -143755.700,
  "e_lumo_ev": [-4.31, -4.31],
  "relative_energy_kcal_mol": 0.0,
  "charge": 1,
  "symbols": ["H", "C", "H", "C", "H", "C", "H", "H", "H", "H", "H", "C", "H", "N", "H", "C", "C", "H", "C", "C", "N", "N", "C", "H", "H", "H", "H", "H", "H", "H", "C", "C", "C", "O", "C", "C", "C", "C", "H", "C", "H", "Ru", "C", "H", "C", "C", "H", "C", "Cl", "C", "H", "H", "C", "C", "C", "C", "C", "C", "H", "O", "C", "C", "H", "C", "As", "H", "H", "H", "C", "C", "Cl", "H", "C", "H", "C", "C", "H", "C", "H", "H", "H", "C", "N", "C", "H", "C", "H", "H", "H", "C", "C", "H", "C"],
  "xyz": [[4.979130, -0.503113, -4.637989], [-2.759759, -3.148102, -1.857974], [4.306024, 0.552968, -3.010992], [-2.841439, -2.156249, 3.812521], [-0.546589, 0.786294, -3.935309], [3.244760, 0.580267, -3.227796], [-1.381897, -5.741683, -3.532636], [-2.612602, 3.718069, -0.843508], [-4.149189, 3.816731, 1.133424], [0.674617, 1.074148, 2.495749], [2.711312, 0.746360, -1.153564], [-0.728319, -1.414040, 2.907669], [0.446789, -0.179601, 4.209329], [0.176506, -1.388941, 1.822496], [-3.584732, -4.769142, -2.968600], [0.336031, -6.363926, 6.391204], [-3.430973, 3.015410, 1.028352], [1.507942, 1.003959, 0.931846], [-2.600152, -1.447090, 4.983196], [1.596002, 1.329143, 1.977884], [-1.692288, -1.339098, -0.642339], [-1.585999, 0.934761, 0.750242], [-0.266619, -4.243442, -2.485352], [-1.212567, -0.190788, 6.034073], [1.435230, -3.944159, 6.888601], [-2.323946, 0.202914, 2.523713], [5.692260, 3.194091, 3.986666], [6.219831, -0.536434, 3.955221], [2.297737, -1.006715, 4.923586], [-0.110770, -7.223900, 5.894548], [1.663862, -3.098183, 4.944355], [0.659251, -4.799369, 1.655650], [3.691206, 0.414328, -5.730961], [4.905280, -0.132037, -5.524127], [5.263966, -0.174167, 3.590560], [4.315401, -1.097806, 3.177154], [-2.399174, 0.995654, 1.797132], [-2.675373, -4.298395, -2.622248], [-3.324680, -1.459025, 5.786889], [0.519554, 0.750042, -3.747036], [1.203366, -6.711110, 6.954824], [-0.251201, -0.600774, 0.125717], [-3.329095, 2.018263, 1.972437], [-0.785207, 2.631331, -2.061396], [3.812760, 1.617166, 3.030455], [-0.753996, 1.857783, -1.296099], [5.726826, -2.689444, 3.455121], [0.730297, -5.303882, 5.400927], [1.021299, -2.293089, -1.093393], [3.058308, -0.653563, 2.721489], [1.626021, -1.582123, 6.447595], [0.179831, -5.771186, 1.545813], [2.831150, 0.724702, 2.601436], [-0.390448, -3.097811, -1.734529], [-1.913275, -2.140611, 2.783025], [2.781032, 0.532307, -4.539231], [-1.415522, -0.735152, 5.119995], [-2.581000, 2.962086, -0.070330], [6.956802, 2.124630, 3.377389], [3.365765, 0.785895, -6.818657], [-1.682955, 1.921009, -0.173279], [1.481194, -3.298943, 3.567967], [6.385609, 1.951207, 5.030631], [0.910621, -4.507733, 3.117625], [1.914436, -2.116017, 2.060638], [0.706301, -4.657223, -2.713111], [0.097655, -6.401232, 3.677318], [0.003935, -4.052303, 1.200211], [2.354784, 0.705117, -2.175148], [5.026826, 1.193379, 3.546872], [-4.307974, -2.498622, -1.469356], [4.104107, -3.085118, 4.017746], [0.996624, 0.797397, -2.444087], [4.455436, -3.070501, 2.297579], [-1.601627, -2.503771, -1.386898], [-0.482828, -0.721295, 4.093202], [-3.756214, -2.724596, 3.700822], [-1.436188, -4.842196, -2.934939], [3.246844, -2.052494, 5.962298], [1.587094, -4.814057, 1.079903], [1.078145, 0.600230, -5.819100], [1.289954, -4.110267, 5.825200], [0.085635, 0.904144, -1.351545], [4.666698, -2.562575, 3.242803], [-0.385448, -5.974249, 7.110931], [1.418258, 0.626837, -4.792608], [3.618857, 2.681864, 2.949976], [-3.959242, 2.000738, 2.850199], [-2.107800, -2.671356, 1.858296], [0.542142, -5.479783, 4.037481], [2.238210, -1.859531, 5.587872], [1.683970, 2.415545, 1.946640], [6.069084, 2.172564, 4.010663]],
  "forces_ev_per_a": [[0.01, 0.00, 0.02], [0.00, 0.03, 0.03], [-0.01, 0.00, 0.02], [0.00, 0.01, 0.00], [0.01, 0.00, 0.00], [0.00, -0.01, -0.02], [0.00, 0.01, 0.00], [0.00, 0.00, 0.01], [0.01, 0.00, 0.00], [0.00, 0.00, -0.02], [0.01, 0.00, 0.02], [-0.02, 0.06, 0.01], [-0.01, 0.01, 0.01], [0.15, 0.00, 0.22], [0.00, 0.01, 0.00], [0.00, 0.00, 0.00], [0.00, -0.03, 0.03], [-0.05, -0.03, -0.04], [-0.01, 0.01, 0.01], [0.05, 0.03, -0.01], [0.09, 0.00, 0.17], [0.11, 0.01, -0.01], [0.02, -0.03, -0.02], [0.00, 0.00, -0.01], [0.00, 0.00, -0.01], [0.01, -0.03, 0.00], [0.00, 0.00, 0.00], [-0.01, 0.01, 0.00], [-0.01, 0.00, 0.00], [0.00, 0.00, 0.00], [-0.04, 0.03, 0.03], [0.00, -0.01, 0.01], [0.02, 0.00, 0.01], [-0.01, 0.00, -0.02], [0.02, -0.01, 0.00], [0.00, 0.00, 0.02], [-0.03, -0.12, 0.04], [0.01, -0.02, -0.02], [0.01, 0.00, -0.01], [-0.03, 0.01, 0.01], [0.00, 0.00, 0.00], [-0.24, 0.07, -0.52], [-0.01, 0.03, -0.03], [0.02, 0.02, 0.01], [0.01, 0.00, 0.02], [-0.05, 0.08, 0.00], [0.00, 0.01, -0.01], [0.00, -0.01, 0.00], [-0.02, -0.01, 0.05], [0.00, -0.02, 0.05], [0.01, -0.01, -0.01], [0.00, 0.00, 0.01], [-0.03, -0.02, 0.00], [0.01, 0.02, 0.03], [0.02, 0.00, 0.01], [0.01, 0.00, 0.01], [0.00, -0.01, 0.01], [-0.02, 0.04, -0.05], [-0.01, 0.00, 0.01], [-0.02, 0.00, -0.02], [-0.01, 0.10, 0.01], [0.00, -0.06, -0.04], [0.00, 0.00, 0.00], [0.01, 0.03, 0.00], [-0.11, 0.08, -0.13], [-0.01, 0.00, 0.00], [0.00, 0.01, 0.00], [-0.02, 0.01, 0.01], [-0.04, 0.00, 0.01], [-0.01, 0.01, 0.00], [0.00, 0.00, 0.00], [0.03, 0.00, -0.03], [0.06, 0.00, -0.05], [0.00, -0.01, -0.01], [0.04, -0.10, -0.06], [-0.01, -0.03, -0.04], [0.01, 0.00, 0.00], [-0.01, 0.02, 0.01], [0.00, 0.00, -0.01], [0.00, 0.01, 0.00], [0.00, 0.00, 0.01], [-0.02, 0.01, 0.01], [0.05, -0.19, 0.24], [0.02, 0.01, 0.01], [0.00, 0.00, 0.00], [-0.01, 0.00, -0.02], [0.00, -0.01, 0.00], [0.00, 0.00, -0.01], [0.01, 0.00, 0.00], [-0.01, -0.01, 0.01], [-0.01, -0.01, 0.01], [0.01, 0.00, 0.03], [0.00, 0.00, -0.01]]
}

=====

Record 4
{
  "formula": "C3H11N3O",
  "method": "wB97M-V/def2-TZVPD",
  "total_energy_ev": -9801.045,
  "e_lumo_ev": [0.50, -0.92],
  "relative_energy_kcal_mol": 160.4,
  "symbols": ["H", "H", "H", "H", "C", "N", "H", "H", "C", "N", "O", "H", "C", "H", "H", "H", "N", "H"],
  "xyz": [[-1.171473, -2.697885, -1.750897], [-1.353420, 0.153615, 0.527646], [-0.408045, 0.486143, 1.960417], [2.676893, -0.144876, 0.035679], [-0.505342, 0.802524, 0.911736], [-0.531235, 2.142667, 0.629092], [0.079899, -2.043106, 0.063528], [-0.946922, 2.692486, 1.375173], [-1.342674, -1.712760, -1.286225], [-0.883107, -1.708717, 0.067168], [0.524253, 0.632704, -1.187833], [0.106590, 1.526329, -1.079674], [1.993190, 0.463011, 0.627692], [2.273864, 1.513529, 0.533833], [-2.404948, -1.464779, -1.332229], [2.047824, 0.149756, 1.670728], [0.632297, 0.202789, 0.147214], [-0.787644, -0.993430, -1.913047]],
  "forces_ev_per_a": [[-0.16, 0.10, 0.03], [0.17, 0.98, 0.31], [0.05, 0.23, -0.06], [-0.02, 0.05, 0.04], [0.94, -1.95, -0.36], [-0.38, 1.28, 0.03], [-0.15, -0.06, 0.03], [-0.18, 0.02, 0.02], [0.07, -0.19, -0.46], [-0.17, -0.83, 0.03], [-0.37, 0.84, 0.11], [0.52, -0.35, -0.38], [-0.59, 0.19, -0.09], [0.10, 0.13, 0.05], [0.01, -0.05, -0.03], [0.03, 0.01, -0.01], [0.26, -0.25, 0.51], [-0.11, -0.13, 0.22]]
}